No. 1
Formula: C25H32CaFI2N5O3S2
Source: OMol25
Level of theory: the ωB97M-V functional and the def2-TZVPD basis

Geometry as XYZ:
```
71
C25H32CaFI2N5O3S2 | OMol25 | the ωB97M-V functional and the def2-TZVPD basis
Ca -0.56565 3.29292 -0.33719
I -0.96834 7.82130 0.34217
C -2.73828 7.10398 1.28284
I -3.12711 5.03408 0.79112
H -3.55916 7.72661 0.94777
H -2.59255 7.19804 2.35215
C 4.97966 -2.33439 -0.89150
C 4.55448 -1.32771 0.16872
N 3.33300 -0.62030 -0.19559
C 3.42085 0.66900 -0.63834
C 2.36983 1.42991 -1.01885
C 2.53225 2.93763 -1.23266
O 3.40272 3.33554 -2.00295
O 1.71643 3.60639 -0.52538
C 1.07874 0.81630 -1.13128
O 0.06755 1.36996 -1.58879
C 0.97884 -0.54974 -0.61183
C -0.30764 -1.08603 -0.49521
C -0.45219 -2.28444 0.12859
F -1.67670 -2.86901 0.23415
C 0.62781 -2.95178 0.70746
C 1.90102 -2.44562 0.56492
C 2.09318 -1.22330 -0.10045
N 0.40422 -4.10822 1.53148
C -0.16792 -5.24561 0.83596
C -0.09061 -6.46698 1.73225
N -0.81094 -6.16264 3.01965
C -0.24306 -4.94509 3.70653
C -0.34467 -3.78720 2.73894
H 5.89403 -2.84579 -0.58815
H 5.16471 -1.82931 -1.83963
H 4.20292 -3.08349 -1.05190
H 5.32875 -0.57687 0.31410
H 4.41637 -1.81348 1.13534
H 4.41635 1.09561 -0.63451
H -1.15327 -0.51103 -0.85790
H 2.71480 -2.98531 1.02709
H 0.40092 -5.43975 -0.07223
H -1.21606 -5.07722 0.53865
H 0.94019 -6.69318 1.99819
H -0.56406 -7.33892 1.28482
H -0.78525 -6.96971 3.64085
H -1.79382 -5.97579 2.80575
H 0.79232 -5.17624 3.94951
H -0.81820 -4.77676 4.61488
H 0.07051 -2.88951 3.19562
H -1.40633 -3.57670 2.53858
C -1.98452 -0.37031 2.91105
C -1.93274 0.70653 1.83650
S -0.42073 1.61104 1.85042
C -2.99241 0.88959 1.02006
C -4.21575 -0.00389 1.11908
S -3.14995 2.09277 -0.26717
H -1.15274 -0.23433 3.60196
H -1.90523 -1.37126 2.46904
H -2.91369 -0.35221 3.48683
H -4.38142 -0.39904 2.12306
H -4.13276 -0.85899 0.43656
H -5.10207 0.55474 0.82061
C 0.13917 4.86972 -5.93688
N -0.51141 4.96103 -4.64530
C -1.64622 5.67570 -4.33975
C -1.89100 5.44696 -3.01937
N -0.92818 4.61062 -2.51490
C -0.12222 4.33432 -3.51560
H -0.26207 5.63998 -6.59041
H -0.03606 3.89531 -6.39155
H 1.21043 5.02731 -5.82749
H -2.15896 6.26845 -5.07687
H -2.68777 5.82479 -2.40158
H 0.75770 3.71105 -3.46206
```

Computed properties:
ΔE to the lowest compared entry with this formula, charge and spin ... 2.7834 eV

***

No. 2
Formula: C25H32F3N4ORhSe3
Source: OMol25
Level of theory: the ωB97M-V functional and the def2-TZVPD basis

Geometry as XYZ:
```
69
C25H32F3N4ORhSe3 | OMol25 | the ωB97M-V functional and the def2-TZVPD basis
Rh 0.31964 -0.04246 0.17977
C 0.42615 1.71697 3.24236
Se 0.14579 -0.08838 2.57885
C 1.86465 -0.77477 3.17024
C 3.06260 -0.10695 2.52709
Se 2.73859 0.59709 0.71514
C 4.35572 -0.12633 -0.08118
H 0.69728 1.62560 4.29249
H -0.51806 2.24567 3.16526
H 1.20968 2.22492 2.68457
H 1.81786 -1.83894 2.96277
H 1.86592 -0.64161 4.25209
H 3.88267 -0.81695 2.42689
H 3.41988 0.73963 3.10847
H 4.36513 -1.21141 -0.03532
H 5.17308 0.29746 0.49776
H 4.41450 0.21922 -1.10635
Se -2.35493 4.03868 2.53589
N -1.15797 5.22894 2.03480
C -0.34470 4.62716 1.18934
C 0.75447 5.26225 0.53999
C 1.46907 4.50630 -0.32206
C 1.13948 3.13118 -0.50920
N 0.17027 2.46622 0.06652
C -0.63199 3.23601 0.90921
N -1.66024 2.73792 1.55590
H 0.98023 6.30000 0.74528
H 2.30361 4.91134 -0.87642
H 1.74411 2.57220 -1.21414
C 0.98052 -4.81421 -0.21607
C 1.95681 -4.03348 0.37676
C 1.75422 -2.66777 0.55222
C 0.56947 -2.04980 0.15814
C -0.39299 -2.84803 -0.46789
C -0.19161 -4.21120 -0.64489
H 1.13631 -5.87483 -0.35734
H 2.88835 -4.47915 0.70167
H 2.55916 -2.10097 0.99537
H -1.29948 -2.42386 -0.87166
H -0.95739 -4.79890 -1.13463
C -1.55629 0.08195 -3.37338
C -0.30163 0.75918 -2.86227
O 0.52827 -0.09505 -2.02865
C 1.05040 -1.21614 -2.82044
C 2.52904 -1.38924 -2.64565
H -2.13547 0.79927 -3.95670
H -2.18425 -0.29958 -2.57014
H -1.32239 -0.75148 -4.03347
H -0.50806 1.64032 -2.25766
H 0.31567 1.08663 -3.70213
H 0.82552 -0.98994 -3.86012
H 0.50912 -2.11697 -2.54150
H 3.06852 -0.48626 -2.93319
H 2.86394 -2.20288 -3.29041
H 2.76287 -1.66678 -1.62325
F -6.46937 -0.59665 1.65593
C -6.05377 -0.55710 0.38576
F -6.42536 -1.69238 -0.21096
F -6.66263 0.46015 -0.22625
C -4.54705 -0.40972 0.33332
C -3.75361 -1.21457 1.14755
C -2.38996 -1.14534 1.01783
N -1.77962 -0.29739 0.15468
C -2.55343 0.54352 -0.53037
C -3.94160 0.46773 -0.53371
H -4.19408 -1.90913 1.84930
H -1.75345 -1.81094 1.57827
H -2.06322 1.16666 -1.25989
H -4.51392 1.10735 -1.19022
```

Computed properties:
ΔE to the lowest compared entry with this formula, charge and spin ... 0.3332 eV
Charge ... +2

***

No. 3
Formula: C25H32FN5O2S
Source: OMol25
Level of theory: the ωB97M-V functional and the def2-TZVPD basis

Geometry as XYZ:
```
66
C25H32FN5O2S | OMol25 | the ωB97M-V functional and the def2-TZVPD basis
C -3.05217 -0.21496 -0.54446
C -2.68773 -1.11245 0.41476
C -1.45325 -2.01349 0.35290
C -0.26229 -1.18964 -0.07092
C 0.38431 -0.35103 0.80105
N -0.05857 -0.24203 2.13939
C 0.55344 -1.14250 3.13828
C 1.17273 -2.45472 2.63265
C 1.35539 -3.40106 3.85559
C 1.49688 0.47624 0.32162
N 2.17129 1.45296 1.15740
C 2.67217 1.00535 2.40553
C 3.76257 -0.02419 2.47415
O 2.27252 1.50280 3.42723
C 1.40295 2.69475 1.29836
C 2.14229 3.92738 0.84533
O 0.28586 2.75053 1.69086
C 1.88888 0.39488 -0.99246
C 2.98455 1.23987 -1.60351
C 4.26825 0.41185 -1.90561
C 5.23419 0.42274 -0.71902
N 6.62279 0.11995 -1.16979
C 1.23465 -0.51093 -1.88441
N 1.53311 -0.68924 -3.17174
S 0.49079 -1.79629 -3.70897
N -0.35531 -2.09259 -2.37477
C 0.15222 -1.30687 -1.42257
H -3.29301 -0.54911 -1.55050
H -3.14568 0.82428 -0.25062
H -3.32012 -1.17866 1.30249
H -1.33694 -2.42556 1.35118
H -1.61218 -2.84976 -0.33458
H -1.06416 -0.30117 2.17033
H 1.29598 -0.64180 3.75858
H -0.25022 -1.43063 3.81702
H 0.54302 -2.99179 1.93292
H 2.16751 -2.31425 2.22131
H 0.71741 -3.11994 4.69173
H 1.04950 -4.41067 3.57847
H 2.39185 -3.47733 4.17803
H 3.63657 -0.85993 1.79361
H 3.84450 -0.33202 3.51075
H 4.70590 0.46574 2.22839
H 1.51853 4.79670 1.01806
H 2.32607 3.83513 -0.22549
H 3.09850 3.99142 1.36273
H 3.23630 2.06944 -0.95303
H 2.63152 1.68397 -2.53428
H 4.75892 0.83026 -2.78099
H 3.95128 -0.61376 -2.07325
H 5.19870 1.36235 -0.16936
H 4.94490 -0.41282 -0.08746
H 6.94954 -0.69711 -0.67476
H 7.21298 0.90174 -0.92210
F -5.86308 0.52568 -0.60227
C -6.61499 0.67991 -1.70794
C -7.27324 1.87610 -1.91211
C -8.04251 2.03121 -3.05598
C -8.15072 0.99228 -3.97060
C -7.48399 -0.20385 -3.74408
C -6.70502 -0.36373 -2.60729
H -7.18138 2.67041 -1.18338
H -8.55868 2.96512 -3.23325
H -8.75469 1.11577 -4.85963
H -7.57030 -1.01564 -4.45379
H -6.17110 -1.28530 -2.41574
```

***

no.,Kohn-Sham gap (eV),E_tot (Ha)
1,3.2,-3640.65340
2,7.7,-8879.99536
3,7.5,-1894.03099